Record 1
Molecular formula: C6H8F3N3
Method: DFT, ωB97M-V/def2-TZVPD

```
20
Properties=species:S:1:pos:R:3
H -2.235 -0.263 1.947
N -2.158 0.487 1.297
C -1.111 0.557 0.634
C -1.154 1.517 -0.475
C 0.128 2.169 -0.655
C 1.241 1.518 -0.263
N 1.330 0.277 0.409
C 0.194 -0.112 0.959
N 0.143 -1.219 1.814
H -1.364 0.994 -1.426
H -2.118 2.162 -0.265
H 0.364 3.135 -1.166
H 2.264 1.985 -0.409
H 0.964 -1.703 1.853
H -0.744 -1.564 2.172
F 0.205 -2.625 -0.357
C 0.917 -1.926 -1.274
F -0.069 -1.311 -1.919
F 1.467 -2.813 -2.111
H 1.737 -1.266 -0.765
```

Output
SMILES   [H]/N=C1/CC=CN=C1N.FC(F)F
ΔE to the lowest compared entry with this formula, charge and spin   35.79 kcal per mole
Orbital gap   8.444 eV
Multiplicity   1
Energy   -697.24177 a.u.


Record 2
Molecular formula: C31H37CdN6O2
Method: DFT, ωB97M-V/def2-TZVPD

```
77
Properties=species:S:1:pos:R:3
Cd 0.597 -0.262 -0.608
C -0.361 2.663 -2.202
O -0.955 1.718 -1.313
C -2.223 1.294 -1.579
C -3.161 2.138 -2.151
C -4.462 1.710 -2.371
C -4.823 0.422 -2.006
C -3.889 -0.428 -1.449
C -2.561 -0.034 -1.231
N -1.565 -0.888 -0.743
N -2.017 -2.040 -0.404
C -1.264 -3.072 0.014
C 0.180 -3.207 -0.032
O 0.954 -2.417 -0.634
C 0.763 -4.358 0.610
C 0.025 -5.366 1.122
C -1.401 -5.340 1.059
C -2.170 -6.426 1.516
C -3.540 -6.400 1.462
C -4.184 -5.267 0.950
C -3.451 -4.198 0.493
C -2.042 -4.201 0.519
H -0.713 2.518 -3.225
H -0.576 3.689 -1.882
H 0.713 2.457 -2.166
H -2.879 3.148 -2.417
H -5.179 2.380 -2.826
H -5.837 0.078 -2.168
H -4.156 -1.441 -1.189
H 1.846 -4.394 0.637
H 0.514 -6.215 1.586
H -1.653 -7.295 1.907
H -4.119 -7.247 1.809
H -5.266 -5.233 0.921
H -3.948 -3.328 0.092
C 2.908 0.845 1.741
C 2.012 1.988 1.193
N 0.601 1.680 1.353
C 0.096 1.577 2.707
C -0.946 0.449 2.842
N -0.494 -0.796 2.259
C 0.442 -1.596 3.022
C 1.916 -1.108 2.926
N 2.259 -0.451 1.679
H 3.828 0.848 1.154
H 3.187 1.063 2.777
H 2.308 2.928 1.689
H 2.198 2.076 0.118
H 0.023 2.275 0.776
H 0.932 1.361 3.372
H -0.354 2.514 3.060
H -1.194 0.339 3.912
H -1.857 0.750 2.318
H -1.282 -1.359 1.974
H 0.175 -1.643 4.092
H 0.387 -2.606 2.626
H 2.101 -0.402 3.737
H 2.558 -1.977 3.123
H 2.659 -1.068 0.988
C 0.282 -0.663 -3.838
C 1.677 -0.163 -4.090
C 2.201 -0.250 -5.368
C 3.483 0.189 -5.687
C 4.258 0.734 -4.663
C 3.780 0.857 -3.375
C 4.640 1.433 -2.289
C 2.442 0.426 -3.005
N 2.022 0.652 -1.772
H -0.141 -1.093 -4.749
H -0.386 0.142 -3.506
H 0.276 -1.436 -3.063
H 1.583 -0.677 -6.156
H 3.868 0.103 -6.697
H 5.268 1.073 -4.886
H 5.616 1.737 -2.680
H 4.789 0.698 -1.490
H 4.153 2.297 -1.826
```

Output
ΔE to the lowest compared entry with this formula, charge and spin   20.09 kcal per mole
Total charge   -1
Orbital gap   3.553 eV
Multiplicity   1
Energy   -1850.19308 a.u.